Arrangement A

The following is a quantum chemistry calculation of a molecular structure, C3H8N3, from OMol25.

- charge = +1
- HOMO (eV) = -13.551
- molar mass (u) = 86.12

Element x y z (Å)
N  -0.9324  0.0757  1.0630
H  2.0077  -1.7845  0.0115
H  0.9833  -1.0589  -1.0584
H  2.5853  -0.7596  -1.2158
N  1.8071  -0.9346  -0.6105
C  -2.3246  0.0076  0.2621
H  1.8200  1.4004  -0.1610
H  -0.4659  1.3883  -0.4440
H  1.6729  0.1688  1.2691
C  -3.1511  -0.2018  -0.5659
H  -4.0633  -0.2178  -1.2285
N  -0.0445  0.8262  0.2684
H  -1.2109  0.4373  2.0003
C  1.3165  0.6527  0.4098

---

Arrangement B

The following is a quantum chemistry calculation of a gas-phase ion, C3H8N3 (charge +1), from OMol25.

- charge = +1
- structure (SMILES) = CNCC=[N+]=N
- HOMO (spin up / spin down) (eV) = -13.643 / -13.643
- molar mass (u) = 86.12

Element x y z (Å)
N  -1.4273  0.3528  -0.0195
H  1.0877  1.4703  1.3260
H  -1.0268  -1.5413  -0.8678
C  -1.4164  -1.1255  -0.0127
H  -1.8127  0.6889  0.8752
C  1.0119  0.8191  0.5009
H  -0.1282  0.8034  -1.5117
H  -2.3916  -1.4365  0.0916
H  3.5143  -0.8826  -0.5641
H  -0.7745  -1.4343  0.8367
N  2.5078  -0.9384  -0.1938
H  -0.6738  2.1956  -0.2634
N  1.8620  -0.0516  0.2067
C  -0.3324  1.0801  -0.4039

---

Relative energies, hartree: arrangement A 0.0253; arrangement B 0.0000.

---

Arrangement A

The following is a quantum chemistry calculation of a gas-phase ion, C3H8N3 (charge +1), from OMol25.

- charge = +1
- structure (SMILES) = C=[NH+]CN1CN1
- HOMO (eV) = -13.813
- molar mass (u) = 86.12

Element x y z (Å)
N  1.8368  0.4336  -0.7251
H  2.3524  0.1980  1.3840
H  1.0769  1.2384  1.1244
H  -0.1000  -1.1993  -1.5976
C  1.6467  0.4570  0.7057
N  1.1585  -0.6089  -0.0077
N  -1.1343  0.1404  -0.2870
H  -2.9175  -0.5478  0.5776
H  -0.5643  -1.7733  0.1289
C  -2.3031  0.2236  0.2796
H  -2.8083  1.2124  0.5222
H  2.7891  0.1457  -0.9333
H  -0.8274  1.0225  -0.7331
C  -0.2056  -0.9425  -0.4387

---

Arrangement B

The following is a quantum chemistry calculation of a gas-phase ion, C3H8N3 (charge +1), from OMol25.

- charge = +1
- HOMO (eV) = -14.514
- molar mass (u) = 86.12

Element x y z (Å)
H  2.1027  -1.0178  -0.7324
C  -1.7307  0.0524  0.0498
N  0.2864  1.3514  -0.2419
H  -0.6657  -1.3482  1.5810
H  -0.4978  -1.6602  -0.2629
N  0.8841  0.3489  0.1964
H  -1.4819  2.0839  -0.7988
H  -2.1404  -0.6215  -0.6922
C  -0.8604  -1.0462  0.5557
H  -2.4654  0.3257  0.7830
C  2.1844  -0.0996  -0.0935
H  2.7086  -0.3017  0.7921
H  2.6688  0.6239  -0.7609
N  -0.9925  1.3091  -0.3756

---

Relative energies, hartree: arrangement A 0.0000; arrangement B 0.0213.

---

Arrangement A

The following is a quantum chemistry calculation of a gas-phase ion, C3H8N3 (charge +1), from OMol25.

- charge = +1
- structure (SMILES) = C=NC(=[NH2+])NC
- HOMO (eV) = -15.009
- molar mass (u) = 86.12

Element x y z (Å)
H  -2.3298  0.4851  0.0437
H  -2.3547  -0.7941  -1.0843
H  -2.3289  0.8758  -1.5511
H  -1.1090  -1.3925  1.3404
C  -1.9064  0.1375  -0.8155
H  -0.0378  0.2547  -1.7002
H  0.5192  -1.4289  1.9623
N  1.7829  -0.2629  0.0189
H  2.1935  1.7903  0.6970
C  2.4116  0.7908  0.3281
H  3.4940  0.8074  0.1166
C  0.2959  -0.3518  0.1991
N  -0.4850  0.1601  -0.7579
N  -0.1455  -1.0714  1.2029

---

Arrangement B

The following is a quantum chemistry calculation of a molecular structure, C3H8N3, from OMol25.

- charge = +1
- HOMO (spin up / spin down) (eV) = -15.636 / -15.452
- molar mass (u) = 86.12

Element x y z (Å)
H  1.4992  1.1872  -0.6295
N  -1.1240  -0.0516  -1.0013
H  -0.8806  -2.1627  -0.1485
H  1.5039  -1.4279  -0.6882
H  1.3289  1.0670  1.1300
H  -2.0441  -0.0440  1.0401
C  0.8606  0.6943  0.1548
C  0.9645  -0.8459  0.0882
H  1.2847  -1.3269  1.0872
H  -1.8622  2.3210  -0.1228
H  -0.6147  0.1371  -1.8573
N  -0.6396  0.7552  0.0951
N  -1.0458  -0.2131  1.0777
C  -0.6583  -1.0822  -0.0202

---

Arrangement C

The following is a quantum chemistry calculation of a gas-phase ion, C3H8N3 (charge +1), from OMol25.

- charge = +1
- structure (SMILES) = [NH+]#C[C@@H](N)CN
- HOMO (eV) = -13.086
- molar mass (u) = 86.12

Element x y z (Å)
H  -2.3671  0.6175  -0.3668
C  -0.3575  0.6386  0.3895
H  0.5309  -1.0475  1.7697
N  0.9585  2.7070  -0.5457
H  1.7851  -0.3926  0.6057
C  0.3786  1.8442  -0.0052
N  0.5643  -1.7557  -0.2012
C  0.7546  -0.7148  0.7612
N  -1.4999  0.0930  -0.3811
H  0.8141  -1.6991  -1.1615
H  1.5164  3.4214  -1.0210
H  -0.7659  0.8595  1.4087
H  -1.4021  -0.1424  -1.3419
H  -0.0199  -2.6528  -0.0641

---

Relative energies, hartree: arrangement A 0.0000; arrangement B 0.2757; arrangement C 0.0699.

---

Arrangement A

The following is a quantum chemistry calculation of a gas-phase ion, C4H12N2O (charge +1), from OMol25.

- charge = +1
- HOMO (spin up / spin down) (eV) = -14.152 / -13.845
- multiplicity = 2
- molar mass (u) = 104.15

Element x y z (Å)
C  -1.4641  -0.7203  0.2700
H  -2.9726  -1.5920  -0.7019
N  -1.9693  -1.6803  -0.6725
C  0.5283  0.7392  0.9809
H  2.2613  2.0692  0.9792
H  -1.3517  -1.1817  1.2664
N  -0.0735  0.4737  -1.3020
H  2.5787  0.2868  1.0766
H  -1.6248  -2.6161  -0.5318
C  -0.0138  -0.2457  -0.0451
H  -2.1922  0.0538  0.4994
C  2.0010  1.0800  0.6084
H  -0.0702  1.6494  1.0417
H  -0.2263  -0.1770  -2.0754
H  -0.8119  1.1756  -1.3417
H  0.5645  0.2996  1.9730
O  2.3104  1.1621  -0.7624
H  0.5710  -1.1591  -0.0552
H  1.9553  0.3827  -1.2075

---

Arrangement B

The following is a quantum chemistry calculation of a gas-phase ion, C4H12N2O (charge +1), from OMol25.

- charge = +1
- HOMO (spin up / spin down) (eV) = -14.104 / -14.070
- multiplicity = 2
- molar mass (u) = 104.15

Element x y z (Å)
C  0.0672  -0.1870  0.4163
C  -0.5800  -1.5985  0.6203
H  1.1681  -0.6044  -2.7438
H  -0.5052  -1.8420  1.6731
H  2.0578  -0.9453  -1.4018
H  0.9540  -0.1345  1.0521
C  0.4068  0.2143  -1.0548
H  -1.7767  0.7587  0.4323
H  -1.1899  2.7017  1.7210
H  -0.1179  2.6218  0.3483
H  -0.5212  0.3889  -1.6106
O  0.0387  -2.6466  -0.0372
H  0.4655  2.0400  1.8548
H  1.0075  1.1245  -1.0271
N  1.1168  -0.8418  -1.7603
C  -0.4349  2.0768  1.2576
H  -1.6275  -1.5646  0.2924
H  0.3365  -2.3401  -0.9203
N  -0.8658  0.7782  0.8878

---

Relative energies, hartree: arrangement A 0.0151; arrangement B 0.0000.

---

Arrangement A

The following is a quantum chemistry calculation of a gas-phase ion, C4H8IN2 (charge +1), from OMol25.

- charge = +1
- structure (SMILES) = C[C@@]1(I)C[NH+]=CN1
- HOMO (eV) = -13.288
- molar mass (u) = 211.03

Element x y z (Å)
H  0.3272  0.4469  2.3202
C  0.6283  -0.2955  0.1018
H  -0.6926  -1.8456  0.7369
N  0.2121  0.5228  1.2648
H  0.1933  -2.1117  -0.7318
H  0.9040  0.6996  -1.8482
H  -0.4908  2.4822  -1.0851
C  0.1933  0.4736  -1.1528
C  -0.1226  1.7212  0.7939
C  0.3245  -1.7842  0.2751
N  -0.2098  1.7433  -0.5159
H  1.0774  -2.3868  0.8060
H  -0.6838  0.0142  -1.7665
H  -0.3130  2.5994  1.3738
I  3.0038  0.0469  0.0457

---

Arrangement B

The following is a quantum chemistry calculation of a gas-phase ion, C4H8IN2 (charge +1), from OMol25.

- charge = +1
- structure (SMILES) = [NH2+]=CN[C@@H]1C[C@@H]1I
- HOMO (eV) = -13.197
- molar mass (u) = 211.03

Element x y z (Å)
H  1.9331  -0.1608  0.5663
N  -0.3616  -0.9012  -0.6884
C  -0.0292  1.2219  0.7320
C  -0.2107  0.6842  -0.7012
C  0.6600  -1.5812  -0.2841
C  -1.4009  1.2319  -0.1662
H  0.3576  0.3566  1.3405
H  -1.3127  -1.2157  -0.9539
H  0.6750  -2.6168  -0.3771
H  -1.6260  2.2996  -0.0974
N  1.8482  -1.0612  0.2348
H  2.3110  -1.7032  0.7631
I  -3.4480  0.3639  -0.0742
H  0.3159  1.0196  -1.5598
H  0.2884  2.0626  1.2654

---

Relative energies, hartree: arrangement A 0.0000; arrangement B 0.0806.

---

Arrangement A

The following is a quantum chemistry calculation of 2 unconnected molecules or ions with the total composition C4H12NO, from OMol25.

- HOMO (spin up / spin down) (eV) = -5.505 / -9.526
- multiplicity = 2
- molar mass (u) = 90.15

Element x y z (Å)
C  -0.0907  -0.1647  0.1500
H  -0.4867  -0.4267  1.1359
C  -1.2383  -0.2440  -0.8871
H  3.0442  -0.5425  2.2582
H  0.7395  -0.8399  -0.0413
H  -1.9838  -2.0936  -0.0365
O  2.7442  -0.5300  1.3461
H  -2.8243  -0.6323  0.4406
C  -2.3825  -1.1506  -0.4136
H  -1.6345  0.7677  -0.9484
C  1.1684  1.8579  -0.5308
H  1.7410  2.7410  -0.3093
H  3.2254  -1.1278  0.7787
H  0.1821  1.6426  1.2122
H  1.2373  1.4341  -1.5237
H  -0.7858  -0.5458  -1.8314
H  -3.1230  -1.2911  -1.1926
N  0.4673  1.1458  0.3931

---

Arrangement B

The following is a quantum chemistry calculation of 2 unconnected molecules or ions with the total composition C4H12NO, from OMol25.

- HOMO (spin up / spin down) (eV) = -5.596 / -9.676
- multiplicity = 2
- molar mass (u) = 90.15

Element x y z (Å)
C  0.8785  -0.3850  0.4140
H  2.3735  2.0662  -0.1316
H  -2.7950  -0.0923  -2.0254
H  1.7971  -0.3888  1.0152
H  1.1657  -1.0204  -0.4459
H  -1.1378  -2.8423  1.6096
H  0.7575  -2.9240  1.3818
H  1.1932  2.6139  -1.3289
H  2.0552  1.0615  -1.4767
C  0.4726  1.0135  0.0153
H  -0.4526  1.1227  -0.5556
N  -0.2103  -1.0765  1.0995
C  -0.1852  -2.4089  1.3478
H  0.2922  1.5631  0.9413
H  -3.8068  0.3681  -0.9561
O  -2.8985  0.1121  -1.1070
C  1.5555  1.7476  -0.7870
H  -1.0550  -0.5305  0.9898

---

Relative energies, hartree: arrangement A 0.0082; arrangement B 0.0000.

---

Arrangement A

The following is a quantum chemistry calculation of a molecular structure, C6H11NO, from OMol25.

- HOMO (eV) = -8.730
- molar mass (u) = 113.16

Element x y z (Å)
H  -1.6410  -2.1523  -0.8850
H  0.3438  2.4393  0.0889
H  0.6082  -1.1229  -1.4576
O  -2.2016  0.3729  -0.7207
C  -0.5417  1.8385  0.2899
C  -1.0147  0.6778  -0.7941
C  2.1474  0.3227  0.2428
C  0.7841  -0.2445  0.4436
N  -1.3298  2.1696  1.2071
H  -1.3338  -1.8813  0.8067
H  -2.1608  1.5636  1.2097
H  2.8806  -0.3837  0.6445
H  2.3667  0.4666  -0.8151
H  2.2841  1.2703  0.7625
H  -0.3248  -3.0489  -0.1157
C  0.0982  -0.9762  -0.5090
H  -0.5252  1.0375  -1.7149
H  0.4039  -0.2590  1.4586
C  -0.8438  -2.0900  -0.1422

---

Arrangement B

The following is a quantum chemistry calculation of a single C6H11NO molecule, from OMol25.

- structure (SMILES) = C/C(=C\N)CCC=O
- HOMO (eV) = -7.969
- molar mass (u) = 113.16

Element x y z (Å)
C  1.9865  -0.3248  -0.8478
C  -2.3778  -1.0954  -0.7971
H  -1.8061  -0.0894  1.0219
H  -2.0098  -1.1173  -1.8355
H  1.7819  -0.2469  -1.9127
H  -0.7373  -1.3589  0.5347
H  -0.8944  1.4865  -0.4238
C  1.0140  0.5022  -0.0439
H  1.9147  -1.3607  -0.5416
H  -0.4388  0.3529  -1.5860
O  -3.4540  -1.5017  -0.4561
C  -1.3464  -0.5326  0.1450
C  1.3652  1.2025  1.0377
H  0.6419  1.7894  1.5777
H  3.4117  1.1059  0.9572
C  -0.4164  0.5122  -0.5128
N  2.6452  1.2363  1.5972
H  2.7753  1.9578  2.2925
H  3.0321  -0.0235  -0.7510

---

Arrangement C

The following is a quantum chemistry calculation of 3 unconnected molecules or ions with the total composition C6H11NO, from OMol25.

- HOMO (spin up / spin down) (eV) = -7.210 / -7.912
- molar mass (u) = 113.16

Element x y z (Å)
C  3.3828  -0.7856  0.5554
H  3.5708  0.2846  0.4825
H  -2.8777  0.1480  0.5370
H  -1.5155  2.1839  -0.0878
H  -2.5464  -0.5743  -1.0451
H  -1.3165  1.5208  -1.7709
C  -1.6259  1.3348  -0.7514
C  2.1816  -1.2962  0.4119
H  0.6612  0.0067  2.4253
H  -0.8430  1.0382  1.9930
H  4.2686  -1.3964  0.7608
C  0.1826  0.1460  0.4248
H  0.4849  -0.9127  -2.3411
C  -0.0098  0.4209  1.6853
N  0.5314  0.0876  -0.7761
H  1.8867  -2.3422  0.4257
H  -3.6916  0.7559  -0.9027
O  0.0081  -0.9880  -1.5037
C  -2.7322  0.3681  -0.5230

---

Relative energies, hartree: arrangement A 0.0915; arrangement B 0.0000; arrangement C 0.3006.

---

Arrangement A

The following is a quantum chemistry calculation of a single C6H11NO molecule, from OMol25.

- structure (SMILES) = C=C(C)O/C(N)=C/C
- HOMO (spin up / spin down) (eV) = -7.135 / -7.137
- molar mass (u) = 113.16

Element x y z (Å)
H  1.2838  -2.3832  -1.0237
C  0.0406  0.9218  -1.0792
H  0.8223  1.8081  -2.8483
C  0.3940  1.1788  0.2396
H  1.6501  -1.6167  0.4355
H  -0.9428  1.8759  -2.7309
C  -0.0147  1.9600  -2.1583
C  -0.6690  -1.1928  2.2372
C  -0.2906  -1.3254  -0.2444
H  0.3792  -1.2998  2.5069
H  -1.1206  -2.1833  2.3210
C  -0.8379  -0.6575  0.8431
H  0.4619  2.2217  0.5273
H  1.1632  0.5975  0.7333
N  0.9237  -1.9447  -0.1931
H  0.0675  2.9674  -1.7426
O  -0.3870  -0.2612  -1.4440
H  -1.7597  -0.1240  0.6590
H  -1.1639  -0.5426  2.9616

---

Arrangement B

The following is a quantum chemistry calculation of a single C6H11NO molecule, from OMol25.

- structure (SMILES) = N[C@]12CCC[C@]1(O)C2
- HOMO (eV) = -8.337
- molar mass (u) = 113.16

Element x y z (Å)
C  -0.7376  0.1081  -1.1053
H  -0.3373  -0.8128  -1.7282
C  -0.6058  -0.6949  1.2670
H  -2.5429  0.2062  0.2341
H  2.5675  -0.0596  -0.6845
H  -1.1346  0.8973  -1.8145
H  -2.0518  -1.4422  -0.5893
H  -0.5831  0.0596  1.9463
C  0.4677  0.5682  -0.3695
C  0.6337  -0.5491  0.4659
H  -0.8630  2.1883  -0.1399
H  -0.7689  -1.7719  1.4880
H  2.2447  1.1791  0.4535
H  0.9761  2.4365  0.2660
O  0.9175  -1.7253  -0.3592
C  1.8725  0.2609  0.1013
H  1.5749  -2.1191  0.1444
N  0.0286  1.7321  0.3979
C  -1.6584  -0.4615  0.0260

---

Arrangement C

The following is a quantum chemistry calculation of 2 unconnected molecules or ions with the total composition C6H11NO, from OMol25.

- structure (SMILES) = CC1(C)CC1.N=C=O
- HOMO (eV) = -9.715
- molar mass (u) = 113.16

Element x y z (Å)
N  -3.4919  0.0448  -0.6288
H  3.0561  -0.5386  -0.7408
C  -3.6952  -0.4911  0.4303
H  -0.3733  0.2893  -1.6468
C  0.0884  -0.9291  0.5873
H  -4.1125  -0.0057  -1.4389
O  -3.6918  -0.8836  1.5329
C  0.6321  1.4591  0.1357
H  1.3690  2.2575  0.1816
H  0.3384  -1.0584  1.6080
H  -0.2259  1.7796  0.6981
C  0.5718  0.8103  -1.2285
H  1.1903  1.3144  -1.9169
H  2.5018  -1.4482  0.8476
H  0.1668  -1.8904  0.1670
H  2.9509  0.3203  0.8209
C  2.5269  -0.4061  0.1721
C  1.0931  0.0535  -0.0098
H  -0.8945  -0.6776  0.4289

---

Relative energies, hartree: arrangement A 0.0731; arrangement B 0.1545; arrangement C 0.0000.